ORCA calculation (ωB97M-V with the def2-TZVPD basis set) on 2 unconnected molecules or ions with the total composition BrCl2HNP at a distorted geometry.

Each line ends with the natural charge from an NBO analysis.
Atoms and positions in Å:
N (-1.624448, 0.072236, -1.909094)  -0.90
P (-1.527703, 0.325661, -0.462851)  1.25
Cl (3.285646, -1.240522, -0.028347)  -0.24
Cl (-1.021495, -0.777000, 1.165246)  -0.20
Br (-1.729413, 2.373350, 0.395812)  -0.15
H (2.617412, -0.753726, 0.839234)  0.24

Atomic forces in eV per Å
N -0.051 -0.562 -0.661
P 0.136 1.176 1.160
Cl 1.775 -1.305 -2.338
Cl -0.133 0.146 -0.405
Br 0.060 -0.765 -0.103
H -1.787 1.310 2.347

As for the energy above the lowest of the compared OMol25 structures with the same formula, charge and spin: 247.23 kJ/mol. The charge is 0. For the HOMO energy, the calculation gives -10.4 eV. Its spin multiplicity is 1. The value obtained for the LUMO energy is -1.7 eV. Its SMILES is N#P(Cl)Br.Cl. The calculation puts the total energy at -3891.0605 Ha.

ORCA calculation (ωB97M-V with the def2-TZVPD basis set) on a molecular structure, C42H36F10N11OV at a distorted geometry.

Each line ends with the Löwdin spin population.
Atoms and positions in Å:
V (0.507945, -0.657680, -0.693358)  2.72
C (0.925324, 6.363425, -2.125377)  0.00
C (1.122758, 4.941033, -1.680138)  0.00
C (2.289338, 4.521236, -1.053132)  0.00
C (2.421968, 3.220888, -0.617750)  0.00
C (1.418407, 2.248325, -0.771040)  0.01
N (1.582568, 0.976870, -0.258751)  0.01
C (2.364356, 0.844136, 0.880395)  0.01
C (2.282535, 1.752065, 1.951565)  0.01
C (2.965062, 1.559455, 3.133331)  0.00
C (3.776971, 0.442098, 3.332540)  0.01
C (4.437300, 0.172320, 4.655794)  0.00
C (3.891129, -0.452212, 2.282625)  0.00
C (3.223725, -0.249904, 1.080250)  0.01
N (3.403540, -1.233707, 0.071197)  0.01
C (4.550899, -1.860509, -0.254661)  0.01
C (4.256253, -2.778299, -1.234814)  0.00
C (2.879551, -2.634125, -1.446530)  0.02
N (2.372999, -1.707078, -0.649212)  0.01
C (0.284996, 2.654427, -1.508592)  0.00
C (0.142596, 3.986572, -1.891508)  0.00
N (-0.772645, 1.774635, -1.897723)  0.01
C (-1.719092, 2.044562, -2.823818)  0.01
C (-2.665440, 1.052632, -2.772110)  0.00
C (-2.210755, 0.184966, -1.775120)  0.02
N (-1.069570, 0.611621, -1.263701)  0.01
H (1.512909, 7.050304, -1.515210)  0.00
H (-0.121542, 6.659036, -2.045820)  0.00
H (1.229044, 6.506562, -3.165657)  0.00
H (3.102349, 5.220675, -0.894431)  0.00
H (3.339067, 2.921823, -0.126977)  0.00
H (1.623288, 2.602259, 1.845735)  0.00
H (2.841453, 2.277259, 3.937095)  0.00
H (4.551266, 1.089940, 5.233691)  0.00
H (5.426078, -0.270987, 4.528497)  0.00
H (3.843763, -0.521900, 5.259512)  0.00
H (4.481263, -1.354472, 2.398399)  0.00
H (5.479314, -1.579529, 0.210102)  0.00
H (4.934950, -3.444740, -1.735299)  0.00
H (2.234303, -3.140366, -2.143481)  0.00
H (-0.782434, 4.298538, -2.354760)  0.00
H (-1.647369, 2.905886, -3.460424)  0.00
H (-3.547765, 0.959309, -3.378313)  0.00
H (-2.629763, -0.726370, -1.385863)  0.00
C (-3.353766, -3.370428, -0.866195)  0.00
N (-2.271257, -2.578073, -0.312276)  0.01
C (-0.978152, -3.208044, -0.542935)  0.01
C (-0.545395, -3.166362, -2.011346)  0.00
N (0.063821, -1.897182, -2.364856)  0.00
C (0.275861, -1.637162, -3.668964)  0.01
C (1.026012, -0.482973, -4.025558)  0.01
F (1.558254, 0.265278, -3.038287)  0.02
C (1.268464, -0.061644, -5.310080)  0.00
F (1.975045, 1.058153, -5.519635)  0.00
C (0.803208, -0.791292, -6.392537)  0.01
F (1.019972, -0.383845, -7.657857)  0.00
C (0.107971, -1.948740, -6.117451)  0.00
F (-0.354952, -2.694804, -7.133756)  0.00
C (-0.137893, -2.363500, -4.819141)  0.01
F (-0.826188, -3.531023, -4.729986)  0.00
C (-2.508960, -2.322322, 1.114722)  0.00
C (-3.630695, -1.326308, 1.388400)  0.00
N (-3.252200, -0.014749, 0.906134)  0.00
C (-4.144847, 0.960300, 0.881176)  0.00
C (-5.545286, 0.944921, 1.164274)  0.00
F (-6.155331, -0.205689, 1.566477)  0.00
C (-6.369141, 2.049366, 1.065068)  0.00
F (-7.681086, 1.913273, 1.339698)  0.00
C (-5.885723, 3.286945, 0.690542)  0.00
F (-6.699341, 4.361856, 0.570983)  0.00
C (-4.523578, 3.379265, 0.433190)  0.00
F (-3.999722, 4.571407, 0.088830)  0.00
C (-3.707615, 2.282447, 0.535981)  0.00
F (-2.381786, 2.483093, 0.326005)  0.00
H (-3.399147, -4.371224, -0.398637)  0.00
H (-4.307390, -2.872489, -0.698460)  0.00
H (-3.242303, -3.503522, -1.940628)  0.00
H (-0.240288, -2.727618, 0.114974)  0.01
H (-0.987373, -4.267571, -0.218288)  0.00
H (0.127279, -4.015919, -2.207709)  0.00
H (-1.431852, -3.356854, -2.612759)  0.00
H (-2.727677, -3.277070, 1.636644)  0.00
H (-1.591046, -1.920754, 1.540420)  0.00
H (-4.562151, -1.709388, 0.956225)  0.00
H (-3.801093, -1.342610, 2.480507)  0.00
C (2.326944, -3.239756, 4.569426)  0.00
N (1.546405, -2.129882, 4.056397)  0.00
C (1.044137, -1.177153, 4.880247)  0.00
C (0.296470, -0.161944, 4.407835)  0.00
C (0.043303, -0.158801, 2.992771)  0.00
N (0.561802, -1.061625, 2.182425)  0.02
C (1.305138, -2.093225, 2.664215)  0.00
O (1.774785, -2.980321, 1.971457)  0.00
N (-0.719547, 0.808217, 2.453323)  0.00
H (2.671181, -2.991432, 5.571964)  0.00
H (3.177976, -3.413555, 3.914532)  0.00
H (1.732211, -4.154129, 4.600069)  0.00
H (1.277631, -1.286684, 5.931904)  0.00
H (-0.106933, 0.595380, 5.060992)  0.00
H (-1.238394, 1.400653, 3.080080)  0.00
H (-1.208652, 0.606136, 1.572296)  0.00

Cartesian forces (eV/Å) of the 6 atoms listed first:
V -0.328 -0.970 0.125
C 0.001 0.051 -0.021
C -0.034 -0.049 0.032
C -0.009 0.013 -0.026
C 0.033 0.040 -0.022
C -0.155 0.113 -0.061

As for the energy above the lowest of the compared OMol25 structures with the same formula, charge and spin: 29.84 kJ/mol. The charge is -1. The expectation value of S² is 3.76. For the HOMO energy (alpha / beta), the calculation gives -3.7 / -3.7 eV. Its spin multiplicity is 4. The value obtained for the LUMO energy (alpha / beta) is 2.1 / 2.1 eV. The calculation puts the total energy at -4242.3626 Ha.

ORCA calculation (ωB97M-V with the def2-TZVPD basis set) on 2 unconnected molecules or ions with the total composition C27H24F3N2O2 at a distorted geometry.

Each line ends with the natural charge from an NBO analysis.
Atoms and positions in Å:
F (-4.173358, 3.618702, -5.555156)  -0.31
C (-3.860536, 4.532588, -4.584089)  0.96
F (-2.921171, 5.364304, -5.113994)  -0.31
F (-4.983089, 5.289664, -4.381270)  -0.31
C (-3.394704, 3.855102, -3.335281)  -0.04
C (-2.296752, 4.341626, -2.626755)  -0.19
C (-1.832197, 3.638527, -1.533099)  -0.11
C (-2.435873, 2.410003, -1.109713)  -0.08
C (-1.800452, 1.668471, -0.068625)  0.15
C (-2.243483, 0.469025, 0.552906)  -0.18
C (-1.828229, 0.199969, 1.893399)  -0.05
C (-2.229013, -0.942977, 2.560475)  -0.22
C (-3.079597, -1.865484, 1.931134)  -0.10
C (-3.489722, -1.637811, 0.610929)  -0.17
C (-3.053491, -0.515592, -0.087058)  -0.13
C (-3.671706, 2.071946, -1.743580)  -0.13
C (-4.095630, 2.744140, -2.877185)  -0.19
H (-1.818252, 5.265233, -2.930889)  0.26
H (-0.967446, 4.014941, -0.979066)  0.23
H (-0.943435, 2.171260, 0.389596)  0.23
H (-1.156340, 0.913718, 2.371933)  0.23
H (-1.891183, -1.126375, 3.581094)  0.25
H (-3.426013, -2.745210, 2.472778)  0.24
H (-4.164099, -2.337845, 0.116822)  0.23
H (-3.293950, -0.401299, -1.143645)  0.22
H (-4.294844, 1.272734, -1.343987)  0.24
H (-4.984273, 2.415548, -3.402416)  0.26
O (0.844519, -1.171624, 2.299258)  -0.61
C (2.051920, -1.378270, 2.342813)  0.68
C (2.807589, -2.365091, 3.152159)  -0.08
C (4.133529, -2.343564, 2.749602)  -0.14
C (5.080296, -3.176535, 3.330945)  -0.15
C (4.644117, -4.022436, 4.362164)  -0.18
C (3.293767, -4.043113, 4.767458)  -0.18
C (2.347422, -3.212778, 4.150962)  -0.19
C (4.275378, -1.341443, 1.653096)  0.68
O (5.229154, -1.079367, 0.938930)  -0.53
N (3.005696, -0.735372, 1.559843)  -0.47
C (2.674801, 0.278141, 0.544377)  -0.22
C (2.176705, -0.350622, -0.753907)  -0.06
C (2.058784, 0.581133, -1.972226)  -0.40
C (1.062688, -0.175798, -2.882496)  -0.42
C (0.335064, -1.179835, -1.960554)  -0.21
N (0.875925, -0.944987, -0.642860)  -0.65
H (6.108648, -3.130238, 2.973004)  0.24
H (5.357720, -4.672922, 4.859506)  0.23
H (2.980849, -4.709174, 5.568462)  0.23
H (1.288222, -3.184709, 4.410886)  0.23
H (1.915033, 0.948614, 0.972906)  0.21
H (3.595562, 0.841858, 0.358523)  0.24
H (2.896444, -1.166026, -1.019191)  0.17
H (1.648500, 1.559949, -1.683484)  0.19
H (3.040416, 0.733089, -2.436135)  0.23
H (0.365995, 0.502334, -3.392868)  0.21
H (1.617057, -0.753332, -3.631655)  0.22
H (-0.750487, -1.027108, -1.990490)  0.17
H (0.531085, -2.221036, -2.268644)  0.18
H (0.836437, -1.744646, -0.025641)  0.38

Cartesian forces (eV/Å) of the 6 atoms listed first:
F 0.299 0.705 1.030
C -0.716 1.012 -1.894
F -0.666 -0.766 0.633
F 1.034 -0.820 0.066
C 0.352 -0.162 0.455
C -0.118 0.067 0.041

The charge is +1. For the HOMO energy, the calculation gives -11.0 eV. Its spin multiplicity is 1. The value obtained for the LUMO energy is -6.0 eV. The calculation puts the total energy at -1602.6458 Ha.

ORCA calculation (ωB97M-V with the def2-TZVPD basis set) on a molecular structure, C17H8F6N2O12S2Y at a distorted geometry.

Each line ends with the natural charge from an NBO analysis.
Atoms and positions in Å:
Y (0.771368, 0.685240, 0.063844)  2.18
O (6.296284, -2.293184, 3.769980)  -0.72
C (6.236467, -2.410584, 2.541637)  0.72
O (6.832121, -3.084981, 1.658741)  -0.75
C (5.061955, -1.716692, 1.890449)  -0.01
C (4.893865, -1.764290, 0.477031)  -0.21
C (3.810465, -1.101833, -0.026821)  0.02
N (2.879948, -0.421462, 0.665839)  -0.60
C (3.063525, -0.302423, 1.977065)  0.08
C (4.087276, -0.971740, 2.586480)  -0.22
C (2.124150, 0.601843, 2.755558)  0.77
O (2.497636, 0.957370, 3.842762)  -0.59
O (1.072808, 0.952588, 2.103338)  -0.88
H (5.623843, -2.167955, -0.269757)  0.25
H (3.638126, -1.133524, -1.088855)  0.19
H (4.216986, -0.894789, 3.691910)  0.27
F (-0.886326, 4.797718, -1.938273)  -0.30
C (-0.287370, 4.549799, -0.748786)  0.77
F (-0.129321, 5.716221, -0.069439)  -0.30
F (-1.075645, 3.724765, -0.024046)  -0.29
S (1.418802, 3.710880, -0.941853)  2.18
O (1.706738, 3.113671, 0.382451)  -0.91
O (2.334568, 4.670787, -1.586627)  -0.84
N (1.016768, 2.350150, -1.722674)  -1.32
S (1.806020, 1.473843, -2.775131)  2.23
O (1.660809, 0.114653, -2.195659)  -0.95
O (3.080158, 1.888656, -3.275816)  -0.84
C (0.432304, 1.480768, -4.143047)  0.76
F (0.270594, 2.732728, -4.632842)  -0.31
F (-0.749746, 1.115892, -3.514094)  -0.32
F (0.668146, 0.601920, -5.101771)  -0.29
O (-1.438307, 0.723385, -0.001893)  -0.81
C (-1.554980, -0.589394, -0.093947)  0.77
O (-0.529504, -1.353316, -0.243242)  -0.73
C (-2.883217, -1.210089, -0.041400)  -0.19
C (-2.985832, -2.609740, -0.067072)  -0.15
C (-4.176329, -3.254387, 0.182211)  -0.26
C (-5.318717, -2.461684, 0.384032)  0.24
O (-6.505556, -2.818809, 0.987377)  -0.48
C (-7.275252, -1.579108, 1.062492)  0.23
O (-6.436229, -0.490379, 0.687685)  -0.51
C (-5.214168, -1.057708, 0.287501)  0.29
C (-3.995368, -0.372883, 0.074989)  -0.21
H (-2.037386, -3.169539, -0.237752)  0.25
H (-4.240711, -4.346376, 0.178420)  0.23
H (-7.672116, -1.505943, 2.075448)  0.17
H (-8.133997, -1.593867, 0.317501)  0.15
H (-3.975655, 0.713802, 0.096059)  0.26

Cartesian forces (eV/Å) of the 6 atoms listed first:
Y 0.659 -0.600 -0.369
O 0.781 -0.154 0.161
C -0.625 -0.981 -0.961
O 0.795 0.116 1.278
C -1.495 1.161 -1.538
C 0.732 0.447 0.524

As for the energy above the lowest of the compared OMol25 structures with the same formula, charge and spin: 0.00 kJ/mol. The charge is -1. For the HOMO energy, the calculation gives -5.3 eV. Its spin multiplicity is 1. The value obtained for the LUMO energy is 1.7 eV. The calculation puts the total energy at -3099.1967 Ha.

Question: The highest charge belongs to which entry?
Answer: C27H24F3N2O2

Question: Which of these has the highest spin multiplicity?
Answer: C42H36F10N11OV

Question: Which of these has the highest spin multiplicity?
Answer: C42H36F10N11OV

Question: Look up the charge of the fourth one.
Answer: -1